Density functional theory data (wB97M-V/def2-TZVPD) for C49H49CsN12O6Te2 as an isolated structure at a distorted geometry.

As for the electronic energy: -3561.25826 Ha. The HOMO energy comes out at -1.3 eV. The calculation puts the largest force on an atom at 2.67 eV/Å. As for the total charge: -2. The gap between HOMO and LUMO comes out at 4.3 eV. The LUMO energy comes out at 2.987 eV. As for the energy above the lowest of the compared OMol25 structures with the same formula, charge and spin: 53.59 kJ/mol.

Last column: Mulliken charge in e.
CARTESIAN COORDINATES (ANGSTROEM)
Cs: 0.44483 -0.32623 -1.43157  0.90
O: -3.38367 -1.09091 -6.13075  -0.67
C: -2.51229 -0.21244 -6.68151  0.23
C: -3.05425 0.73120 -7.59247  -0.73
C: -2.17996 1.47416 -8.34531  -0.46
C: -0.76352 1.30275 -8.14254  -0.41
C: -0.28097 0.52964 -7.13481  -0.73
C: -1.16547 -0.17043 -6.30740  0.79
C: -0.62458 -0.83975 -5.09749  0.34
O: 0.47786 -0.42528 -4.64133  -0.69
N: -1.38005 -1.84674 -4.59182  -0.85
N: -0.80720 -2.46211 -3.55560  0.33
C: -1.04400 -3.71661 -3.32021  -1.16
C: -0.45227 -4.26158 -2.08758  1.01
C: -1.03847 -5.39916 -1.44716  -0.79
C: -0.53402 -5.82501 -0.25333  -0.16
C: 0.56037 -5.12393 0.34487  -0.55
C: 1.01682 -3.99706 -0.28671  -0.66
N: 0.54634 -3.60976 -1.49230  -0.23
H: -2.78996 -1.64253 -5.49339  0.63
H: -4.09881 0.78371 -7.63010  0.52
H: -2.47761 2.24470 -9.05983  0.35
H: -0.10904 1.87361 -8.79678  0.35
H: 0.79277 0.47964 -6.89522  0.37
H: -1.63039 -4.31673 -4.02736  0.34
H: -1.96693 -5.76425 -1.83990  0.35
H: -1.01162 -6.68201 0.24658  0.34
H: 0.97805 -5.53283 1.25952  0.44
H: 1.72321 -3.31447 0.12233  0.79
N: 0.66269 1.38782 2.52726  0.30
C: 0.99257 2.52847 3.18760  -0.14
C: 1.83829 2.54781 4.29183  -0.51
C: 2.17764 3.75402 4.96796  -0.63
C: 1.72378 4.96239 4.44045  -0.82
C: 0.77520 4.95980 3.38886  0.77
C: 0.27017 6.13657 2.86840  -0.70
C: -0.53959 6.13519 1.75939  -0.85
C: -0.80383 4.91850 1.14241  -0.53
N: -0.35518 3.75004 1.61484  -0.05
C: 0.36529 3.74188 2.75875  0.82
H: 1.24832 0.50591 2.59929  -0.10
H: 0.18693 1.57122 1.63196  0.04
H: 2.26976 1.60381 4.62398  0.53
H: 2.84229 3.74697 5.84885  0.35
H: 2.09307 5.94180 4.80468  0.28
H: 0.50149 7.03035 3.38389  0.44
H: -0.89112 7.07193 1.32448  0.35
H: -1.50350 4.86616 0.31453  0.55
C: -4.97519 1.02774 1.81978  -0.96
Te: -3.46080 2.64533 1.77332  0.31
C: -3.15929 2.57882 3.91922  -1.02
H: -5.44789 1.07424 0.85748  0.26
H: -5.69619 1.24522 2.60955  0.35
H: -4.43186 0.12755 2.00605  0.22
H: -4.07180 2.20318 4.39588  0.36
H: -2.95427 3.58497 4.20047  0.30
H: -2.31231 1.88729 4.11976  0.22
N: -3.04064 3.02340 -3.51526  -0.02
C: -1.80354 2.66918 -3.09672  -0.70
N: -1.74387 1.50129 -2.48990  -0.04
C: -3.06525 1.02030 -2.52804  0.41
C: -3.50075 -0.21875 -2.20720  -0.51
C: -4.78443 -0.55622 -2.70970  -0.92
C: -5.70391 0.42126 -3.11904  -0.54
C: -5.23725 1.74149 -3.36724  -0.93
C: -3.92378 1.97825 -3.16121  0.39
H: -3.28807 3.78821 -4.11098  0.20
H: -0.96821 3.34914 -3.24449  0.45
H: -2.85230 -0.92884 -1.69471  0.67
H: -5.14566 -1.57034 -2.77989  0.43
H: -6.74782 0.18579 -3.30466  0.44
H: -5.94596 2.49058 -3.69288  0.42
C: -1.35867 -5.56377 4.45795  -1.33
C: -2.32609 -4.45624 4.84137  0.71
C: -3.73692 -4.75084 4.27035  -1.45
C: -1.82177 -3.01512 4.58930  -1.12
N: -1.40329 -2.68591 3.20500  0.98
C: -0.46510 -1.88575 2.63859  -1.07
N: -0.77243 -1.71013 1.37357  0.53
N: -1.95986 -2.35804 1.13918  -0.40
N: -2.35133 -2.92334 2.26193  -0.47
H: -1.55625 -6.50299 4.95989  0.44
H: -0.28523 -5.31698 4.69213  0.31
H: -1.43770 -5.74348 3.37548  0.17
H: -2.43813 -4.52620 5.94134  0.31
H: -3.73435 -4.90538 3.17402  0.30
H: -4.49592 -3.99103 4.52799  0.34
H: -4.03185 -5.73903 4.65941  0.43
H: -0.93032 -2.83573 5.22297  0.40
H: -2.60215 -2.30704 4.87995  0.35
H: 0.45059 -1.51794 3.06418  0.57
Te: 2.03865 3.24730 -1.80907  -0.26
C: 3.89963 4.08037 -2.48127  -0.11
C: 4.51198 5.09296 -1.71125  -0.45
C: 5.77733 5.59267 -2.07639  -0.45
C: 6.27767 5.24921 -3.34679  -0.28
C: 5.60755 4.29545 -4.15032  -0.48
C: 4.50258 3.62055 -3.64560  -0.41
H: 4.04143 5.32331 -0.76035  0.33
H: 6.34220 6.16767 -1.30419  0.28
H: 7.23808 5.68535 -3.67183  0.28
H: 5.95794 3.98683 -5.13373  0.31
H: 4.00931 2.75050 -4.09319  0.37
O: 2.44270 -0.88301 3.15744  -0.89
C: 2.89480 -1.35657 2.03340  0.45
O: 2.30026 -1.39827 0.92431  -0.58
C: 4.30849 -1.84841 2.16905  0.11
C: 5.08669 -2.21940 1.06142  -0.43
C: 6.45482 -2.55081 1.23772  -0.43
C: 6.98572 -2.74070 2.49325  -0.77
C: 6.03537 -2.59557 3.57099  0.13
C: 4.82299 -2.03114 3.46991  -0.36
N: 6.25182 -3.24370 4.86340  1.00
O: 5.48062 -2.91151 5.77158  -0.60
O: 7.20007 -4.04869 4.86288  -0.62
H: 4.63518 -2.27959 0.06261  0.44
H: 7.03841 -2.67644 0.34653  0.41
H: 8.01085 -3.10075 2.69190  0.39
H: 4.27522 -1.76195 4.34329  0.75

Density functional theory data (wB97M-V/def2-TZVPD) for an isolated ion of composition C3H8NO and charge +1 at a distorted geometry.

As for the electronic energy: -248.75266 Ha. The SMILES is C=C[NH2+]CO. The HOMO energy comes out at -15.5 eV. The calculation puts the largest force on an atom at 4.26 eV/Å. As for the total charge: +1. The gap between HOMO and LUMO comes out at 11.7 eV. The LUMO energy comes out at -3.805 eV. As for the energy above the lowest of the compared OMol25 structures with the same formula, charge and spin: 218.52 kJ/mol.

Last column: Mulliken charge in e.
CARTESIAN COORDINATES (ANGSTROEM)
C: 1.25305 0.56854 -0.81298  -0.55
C: 0.63141 -0.56511 -0.66764  0.02
N: -0.28010 -0.76795 0.90394  -0.27
C: -0.98129 0.49259 1.20173  -0.51
O: -1.45408 0.91121 -0.05156  -0.47
H: 1.53112 0.81258 -1.81767  0.27
H: 1.26480 1.24176 -0.02914  0.32
H: 0.22999 -1.34574 -1.29295  0.37
H: -0.91793 -1.51846 0.91664  0.32
H: 0.53587 -0.97356 1.45674  0.34
H: -1.81531 0.27213 1.81939  0.37
H: -0.25614 1.16652 1.58093  0.42
H: -1.18618 1.85600 -0.20175  0.36

Density functional theory data (wB97M-V/def2-TZVPD) for C12H17ClINOPV as an isolated structure at a distorted geometry.

As for the electronic energy: -2640.09066 Ha. The HOMO energy (alpha / beta) comes out at -15.4 / -15.4 eV. The calculation puts the largest force on an atom at 6.54 eV/Å. As for the total charge: +2. As for the expectation value of S²: 2.028. The gap between HOMO and LUMO (alpha / beta) comes out at 6.1 / 6.2 eV. Its multiplicity is 3. The LUMO energy (alpha / beta) comes out at -9.345 / -9.254 eV. As for the energy above the lowest of the compared OMol25 structures with the same formula, charge and spin: 90.49 kJ/mol.

Last column: Mulliken charge in e.
CARTESIAN COORDINATES (ANGSTROEM)
C: 1.91410 2.02651 2.78747  -0.55
I: 0.66258 3.56362 1.36273  0.26
H: 1.76662 0.92743 2.76461  0.17
H: 1.57227 2.35700 3.77049  0.45
H: 2.97284 2.28083 2.70093  0.46
V: 0.86978 1.10541 0.96659  0.01
P: 2.73666 0.22963 -0.53819  0.97
C: 3.58820 1.05350 -1.94664  -1.12
C: 4.14841 -0.28771 0.49965  -1.16
H: 1.45442 -1.82778 -0.41714  0.35
H: 2.69175 -1.91034 -1.69416  0.42
H: 1.17942 -0.95191 -1.94573  0.38
C: 1.94482 -1.26142 -1.22180  -1.16
H: 3.80091 -0.94444 1.31820  0.34
H: 4.91147 -0.81035 -0.11126  0.43
H: 4.42292 0.45248 -2.33811  0.41
H: 3.97762 2.01644 -1.59536  0.39
H: 4.61795 0.60586 0.95392  0.38
H: 2.87328 1.25029 -2.75269  0.38
C: 0.48190 1.46799 -0.88505  0.32
O: 0.28729 1.69547 -2.01586  -0.19
Cl: 0.99288 -1.05524 1.85750  -0.41
N: -1.02541 0.60900 0.98152  -0.10
C: -2.00897 0.05703 0.67968  0.39
C: -3.19232 -0.52966 0.19546  0.40
C: -3.56971 -1.82238 0.59721  -0.39
C: -4.79839 -2.35259 0.17923  -0.59
C: -5.66521 -1.59452 -0.62108  -0.34
C: -5.27522 -0.32319 -1.05260  -0.60
C: -4.04265 0.20202 -0.66135  -0.31
H: -2.92039 -2.40460 1.24936  0.44
H: -5.09117 -3.36070 0.48475  0.40
H: -6.65826 -1.94822 -0.90137  0.41
H: -5.91530 0.28381 -1.69169  0.40
H: -3.70509 1.20074 -0.95924  0.39